[1]
{"formula": "C17H41ClLiN2O5", "method": "the ωB97M-V functional and the def2-TZVPD basis", "species": ["Li", "Cl", "C", "C", "N", "C", "C", "C", "C", "C", "O", "C", "H", "H", "H", "H", "H", "H", "H", "H", "H", "H", "H", "H", "H", "H", "H", "H", "H", "H", "H", "H", "C", "C", "N", "C", "C", "C", "C", "C", "O", "C", "H", "H", "H", "H", "H", "H", "H", "H", "H", "H", "H", "H", "H", "H", "H", "H", "H", "H", "H", "H", "O", "C", "O", "O", "H"], "positions_angstrom": [[-3.6698, -0.8597, 2.1068], [-2.3715, -1.0062, -1.0456], [1.5636, -4.1323, 3.0240], [2.9871, -3.9094, 2.2723], [2.9960, -3.1465, 0.8828], [2.4384, -1.7299, 1.2184], [4.5078, -2.9618, 0.3612], [4.7639, -2.4354, -1.1089], [2.0027, -3.8079, -0.0416], [2.1428, -5.3054, -0.3925], [3.4633, -5.6250, -0.8479], [3.5174, -6.9369, -1.4034], [0.8835, -4.6224, 2.3274], [1.0570, -3.2412, 3.3948], [1.6010, -4.7628, 3.9123], [3.3439, -4.8963, 1.9776], [3.6660, -3.3610, 2.9253], [2.7764, -1.4664, 2.2206], [1.3817, -1.4911, 1.0984], [2.9138, -0.9512, 0.6220], [4.7572, -4.0178, 0.2573], [5.1080, -2.4276, 1.0977], [4.1949, -3.1833, -1.6611], [5.8434, -2.4799, -1.2534], [4.3736, -1.4313, -1.2748], [2.0384, -3.2249, -0.9619], [0.9835, -3.7664, 0.3427], [1.4240, -5.4226, -1.2035], [1.7963, -6.0013, 0.3716], [3.7819, -7.7673, -0.7489], [4.2697, -6.8400, -2.1862], [2.5652, -7.2082, -1.8594], [-2.2942, 5.3984, 2.0779], [-1.8811, 6.1061, 0.7248], [-1.6281, 5.1352, -0.5156], [-1.5325, 6.0948, -1.7339], [-0.3142, 4.3544, -0.2263], [0.4113, 3.5815, -1.4088], [-2.8348, 4.1986, -0.6585], [-4.1959, 4.7660, -1.0453], [-4.2795, 5.2104, -2.4212], [-4.5362, 4.2474, -3.3510], [-2.4337, 6.1127, 2.8894], [-1.5650, 4.6361, 2.3522], [-3.2671, 4.9372, 1.9077], [-0.9201, 6.5706, 0.9459], [-2.5651, 6.8989, 0.4222], [-0.7275, 6.8233, -1.6376], [-2.4481, 6.6560, -1.9203], [-1.3258, 5.4972, -2.6217], [-0.4501, 3.6865, 0.6242], [0.3244, 5.1750, 0.1007], [-0.1505, 2.7394, -1.8130], [1.3795, 3.1661, -1.1292], [0.6096, 4.2836, -2.2186], [-2.9405, 3.6015, 0.2473], [-2.5860, 3.4635, -1.4239], [-4.3331, 5.5821, -0.3359], [-4.9285, 3.9758, -0.8806], [-3.6212, 3.6570, -3.3988], [-4.7585, 4.6872, -4.3233], [-5.3814, 3.6657, -2.9831], [-3.0547, -5.1840, 1.0369], [-3.7361, -5.0826, 2.1750], [-4.1542, -6.0811, 2.8105], [-4.0193, -3.8982, 2.4383], [-2.9629, -4.2431, 0.8698]], "atomic_forces_ev_per_a": [[0.1012, -1.3227, -0.8598], [-0.0426, 0.4589, 1.0302], [0.6708, 0.5650, -1.4850], [-1.1730, -0.4010, 0.0010], [-1.2591, 2.0311, 1.9340], [1.1844, 0.6681, -0.1008], [-0.7749, -1.2291, -1.0011], [-1.7303, -0.5472, 2.0098], [0.4279, -0.8182, -0.9805], [0.8767, 0.5421, -0.2676], [-0.9785, 0.0193, 0.7942], [0.2643, 0.1448, -0.9978], [-0.0732, -0.0383, 0.1366], [0.3256, 0.3588, -0.3778], [0.8045, -0.2257, -0.2522], [0.3500, 0.0837, 0.4048], [0.1678, -0.2491, -0.2405], [-0.2587, -0.3602, 0.1255], [-0.1619, -1.1477, 0.0510], [0.2978, -0.4633, -0.5404], [0.5686, 0.1032, 0.5770], [-0.5535, -0.1601, 0.3196], [0.5210, 0.3358, -0.8559], [-0.2058, -0.1014, -0.1777], [0.1462, -0.0407, -0.1088], [-0.0687, -0.0352, 0.0026], [0.1973, 0.6558, 0.3492], [-0.0826, -0.0643, -0.2557], [0.2091, 0.1448, 0.4697], [0.1310, 0.4067, 0.5753], [-0.0323, -0.4164, -0.0238], [-0.0802, 0.1298, -0.1524], [-0.4506, 0.0778, -1.8971], [0.7067, -0.9280, 1.0432], [-1.1731, 1.2791, 0.7316], [0.4434, -0.8237, -0.0981], [0.7713, 0.1037, -0.9982], [-1.1693, 0.8854, 0.1601], [0.5681, -1.2055, -1.0270], [0.8747, 0.5333, -0.9191], [0.3498, 2.7228, 3.0726], [0.1135, -1.5336, -0.2023], [0.3113, 0.1472, -0.2380], [-0.0744, 0.1291, 0.1067], [0.0143, -0.1828, 0.3309], [0.0427, 0.1054, -0.5157], [-0.1251, -0.3761, -0.1107], [0.1692, -0.3055, 0.5529], [-0.1434, -0.4631, 0.4674], [-0.1180, -0.0777, 0.1314], [-0.4928, 0.1334, -0.1334], [0.2733, -0.2333, -0.0150], [-0.2816, 0.1014, 0.1544], [-0.1212, 0.2806, 0.5762], [0.0025, -0.0591, -0.0476], [0.2346, 0.3217, 0.1438], [0.4416, 0.0103, -0.0669], [-0.8376, 0.4079, -0.5253], [-0.0868, -0.0053, 0.1930], [-0.2312, -0.7753, -0.6736], [0.0347, 0.1006, 0.2147], [-0.1018, -0.5052, -0.5048], [1.6140, -1.0380, -1.4853], [-2.8330, -2.2234, 2.4473], [1.4002, 0.8218, -1.2291], [-0.1186, 3.2899, 1.0211], [0.2237, 0.2568, -0.7625]], "total_charge": 1, "energy_ev": -44228.0654, "fmax_ev_per_a": 4.35, "orbital_gap_ev": 4.77}

---

[2]
{"formula": "C16H48N2O9", "method": "the ωB97M-V functional and the def2-TZVPD basis", "species": ["C", "O", "C", "C", "N", "C", "C", "O", "C", "H", "H", "H", "H", "H", "H", "H", "H", "H", "H", "H", "H", "H", "H", "H", "C", "O", "C", "C", "N", "C", "C", "O", "C", "H", "H", "H", "H", "H", "H", "H", "H", "H", "H", "H", "H", "H", "H", "H", "C", "O", "H", "H", "H", "H", "C", "O", "H", "H", "H", "H", "C", "O", "H", "H", "H", "H", "C", "O", "H", "H", "H", "H", "O", "H", "H"], "positions_angstrom": [[-7.5117, 2.4879, 3.5372], [-6.2222, 2.8948, 3.9144], [-5.4403, 3.2514, 2.7701], [-3.9346, 3.2473, 2.9958], [-3.4262, 1.8915, 2.8964], [-2.1488, 1.6648, 3.5352], [-1.5521, 0.3379, 2.9700], [-2.0432, -0.8098, 3.6294], [-1.6063, -2.0892, 3.0947], [-7.5139, 1.5321, 3.0133], [-7.9271, 3.2446, 2.8716], [-8.1268, 2.2752, 4.4115], [-5.7195, 4.2483, 2.4290], [-5.6847, 2.6077, 1.9250], [-3.7569, 3.7210, 3.9612], [-3.3300, 3.9259, 2.3940], [-4.1609, 1.2985, 3.2552], [-2.2541, 1.5946, 4.6178], [-1.4699, 2.4819, 3.2911], [-0.4712, 0.4107, 3.0901], [-1.7181, 0.3023, 1.8933], [-0.5697, -2.1581, 3.4246], [-1.7320, -2.1711, 2.0151], [-2.1530, -2.9610, 3.4540], [-0.4175, -0.2220, -2.8364], [0.7091, -1.0970, -2.9074], [1.9453, -0.4334, -3.1255], [2.9691, -1.4645, -3.6363], [3.5439, -2.2908, -2.6354], [4.4009, -3.2977, -3.2653], [4.5523, -4.6077, -2.4778], [3.2521, -5.2503, -2.4549], [2.9276, -5.7737, -1.1449], [-0.4163, 0.5010, -3.6521], [-0.4110, 0.3254, -1.8939], [-1.3332, -0.8053, -2.7397], [2.2631, -0.0145, -2.1707], [1.7694, 0.4213, -3.7786], [3.7346, -0.8404, -4.0976], [2.4840, -2.0281, -4.4333], [2.8069, -2.7791, -2.1471], [5.3873, -2.8577, -3.4121], [3.9894, -3.6871, -4.1965], [4.8494, -4.3740, -1.4555], [5.2485, -5.3487, -2.8705], [2.7590, -4.9743, -0.4234], [3.7484, -6.4229, -0.8398], [2.0288, -6.3785, -1.2651], [4.8195, -0.1444, -0.2917], [5.4165, -0.6026, -1.4226], [4.3947, -0.8469, 0.4254], [5.3558, 0.5749, 0.3273], [3.9547, 0.4278, -0.6275], [4.8259, -1.2793, -1.7617], [-0.7756, 3.8395, -2.5978], [-0.9091, 4.7034, -1.4712], [-0.2577, 4.3885, -3.3843], [-0.1000, 3.0261, -2.3332], [-1.7474, 3.5052, -2.9609], [-1.1592, 4.1659, -0.7161], [1.0152, -1.7934, 0.1102], [1.2038, -2.9274, -0.7866], [1.9414, -1.2376, 0.2570], [0.2690, -1.0293, -0.1078], [0.6495, -2.1389, 1.0771], [1.2432, -2.4610, -1.6247], [1.1618, 2.2045, 1.0241], [0.4437, 1.7080, -0.1118], [0.5844, 1.8687, 1.8854], [2.1810, 1.8413, 1.1565], [1.2363, 3.2894, 1.0987], [-0.4565, 1.9818, 0.0785], [-2.2053, 2.6592, 0.3270], [-2.8958, 2.3947, -0.2809], [-2.5076, 2.3524, 1.1818]], "atomic_forces_ev_per_a": [[-0.1282, -0.2911, -0.2149], [1.1854, -0.2376, -0.0618], [-0.0341, 0.7950, -0.6377], [-0.2414, 0.2104, 1.1955], [-0.3473, 0.6390, -0.4989], [-0.1479, -1.8002, -0.3543], [0.6628, 0.4668, 0.4868], [-1.1095, -0.7031, -0.1609], [0.3930, 1.1438, 0.2242], [0.3132, -0.1392, -0.4114], [-0.5276, 0.0264, 0.1292], [0.1251, 0.6422, 0.1488], [-0.2199, 0.3036, 0.1323], [0.0108, -0.4209, -0.0522], [-0.1401, -0.3094, 0.7649], [-0.5376, -0.0468, -0.8818], [0.2729, -0.4802, 0.1250], [0.2563, 0.0404, 0.2178], [0.0297, 0.0516, -0.0466], [0.3804, -0.2324, 0.1674], [-0.2807, -0.0909, -0.2040], [0.2222, -0.4900, -0.4852], [0.3370, 0.4719, -0.2226], [-0.3272, 0.5806, 0.7346], [0.3191, -0.1662, 1.0932], [-0.6983, -0.1652, -0.3928], [-0.0916, -0.5101, 0.7188], [-0.9241, 2.2174, -0.9192], [0.3916, -1.1869, 0.5324], [0.5751, -1.3118, 0.1156], [-1.3602, 0.3084, 0.8857], [0.2144, 0.3926, 0.7971], [0.3378, -0.0412, -1.1496], [-0.1852, -0.1809, -0.2322], [0.3926, 0.3814, 0.0563], [0.1349, -0.2564, -0.7187], [0.3087, 0.1416, 0.1836], [0.3016, -0.1431, -0.5006], [0.3854, -0.2030, -0.1186], [-0.0827, -0.1866, -0.2013], [0.1238, -0.2542, 0.2285], [0.0697, -0.0446, -0.3268], [-0.0655, 0.5873, -0.5437], [0.1066, -0.0199, 0.2202], [0.3082, 0.4494, -0.4001], [0.0006, 0.0324, -0.0131], [-0.0020, -0.0933, 0.3251], [0.0106, 0.1424, 0.0493], [-2.1032, 1.7001, 1.1792], [2.0773, -0.4674, -0.3416], [0.3095, -0.8006, -0.1051], [0.8550, -0.1534, -0.4250], [-0.5962, 0.4055, 0.2974], [-0.5689, -0.5658, -0.5236], [0.6306, 0.3826, 0.4835], [-0.0059, 0.1835, -0.3676], [-0.2552, 0.1831, -0.0279], [-0.2671, -0.4176, -0.1049], [-0.0055, -0.2191, -0.0855], [-0.1173, -0.1024, 0.1247], [0.0935, -0.4764, 0.7815], [-0.5126, 1.5397, 1.1107], [0.2276, -0.1443, 0.0259], [-0.1902, -0.2442, -1.0956], [0.4444, -0.5034, 0.0504], [-0.6351, -0.1397, -0.6488], [-0.5817, -0.1881, 0.6608], [1.2766, 0.3046, 0.2219], [0.2917, 0.0903, 0.4725], [-0.1285, -0.4513, -0.6422], [-0.2016, 0.2173, -0.4507], [-0.5859, 0.0195, -0.3300], [0.6202, 0.3472, -0.6014], [-0.1838, -0.0746, -0.2178], [-0.6059, -0.4445, 0.7758]], "smiles": "COCCNCCOC.COCCNCCOC.CO.CO.CO.CO.O", "energy_ev": -38773.0859, "fmax_ev_per_a": 2.95, "orbital_gap_ev": 9.74}

---

Looking at HOMO energy for the records above, in order, we have -8.04 -9.39 eV.
Looking at relative energy (zero: lowest compared OMol25 entry of this formula, charge and spin) for the records above, in order, we have 421.2 151.5 kJ/mol.